i | C6H7N3O | ωB97M-V with the def2-TZVPD basis set

## Properties
gap between HOMO and LUMO	8.038	eV

ORCA input file:
```
! RIJCOSX wB97M-V def2-TZVPD def2/J DEFGRID3
* xyz 0 1
C 1.69566 1.81334 -1.27823
C 0.86570 1.65407 2.02680
C 0.85836 1.98466 -0.15671
C 0.13779 0.25366 0.44896
C -0.32556 -1.03168 -1.55707
C -1.42627 -1.63716 0.58852
N 2.22422 1.63812 -2.28564
N 1.13249 2.41559 1.06952
N -0.35740 -0.78775 -0.10683
O 0.17612 0.44569 1.75447
H 1.10527 1.87282 3.09961
H -1.26931 -0.67330 -1.99908
H 0.36902 -0.33191 -1.96240
H -0.20849 -2.10729 -1.73327
H -2.37027 -1.23320 0.32640
H -1.30826 -2.61945 0.10841
H -1.29906 -1.65622 1.65653
*
```



ii | C6H7N3O | ωB97M-V with the def2-TZVPD basis set

## Properties
SMILES string	CC(=O)Nc1ncccn1
gap between HOMO and LUMO	10.004	eV

ORCA input file:
```
! RIJCOSX wB97M-V def2-TZVPD def2/J DEFGRID3
* xyz 0 1
C -2.73139 -2.08562 -0.47332
C -1.76049 -1.11909 0.14977
C 0.22139 0.25928 -0.29511
C 2.14881 0.22118 0.84934
C 2.53727 1.39399 0.24846
C 1.74450 1.83370 -0.70718
H -2.38252 -2.26709 -1.48576
H -3.16362 -2.96263 0.37698
H -3.63947 -1.51507 -0.55236
H -1.57618 0.34123 -1.05311
H 2.74666 -0.21915 1.64682
H 3.64828 1.95514 0.60617
H 1.93804 2.79306 -1.13257
N -0.98273 -0.31407 -0.70796
N 0.96080 -0.30227 0.64236
N 0.56266 1.41352 -1.08419
O -1.78960 -0.84080 1.37632
*
```



iii | C6H7N3O | ωB97M-V with the def2-TZVPD basis set

## Properties
SMILES string	CC(=O)Nc1ncccn1
gap between HOMO and LUMO	9.782	eV

ORCA input file:
```
! RIJCOSX wB97M-V def2-TZVPD def2/J DEFGRID3
* xyz 0 1
C -3.24543 -0.48168 0.04233
C -1.97934 0.33577 -0.10103
C 0.43010 -0.10966 -0.00999
C 2.59957 -0.83728 -0.14010
C 3.02035 0.38868 -0.03826
C 2.11381 1.42794 0.04752
H -4.02430 0.37447 0.27039
H -3.48626 -1.06285 -0.68501
H -3.30905 -0.93561 1.10260
H -1.03997 -1.50309 -0.03490
H 3.27662 -1.66912 -0.21401
H 4.05130 0.75867 -0.10987
H 2.25141 2.36545 0.39479
N -0.84281 -0.49983 0.03280
N 1.36631 -1.18449 -0.22376
N 0.78897 1.13755 0.04785
O -1.97128 1.49508 -0.38133
*
```



iv | C6H7N3O | ωB97M-V with the def2-TZVPD basis set

## Properties
gap between HOMO and LUMO (alpha / beta)	7.781 / 7.538	eV

ORCA input file:
```
! RIJCOSX wB97M-V def2-TZVPD def2/J DEFGRID3
* xyz 0 1
C -2.11326 -1.34948 -0.19913
C -1.07353 -1.78351 -1.02708
C -1.85864 -0.04474 0.21097
C -0.16433 -0.77493 -1.03547
C 1.26975 0.97631 1.04284
C 0.15359 1.45072 0.09002
N 2.35009 0.25283 0.52808
N -0.56003 0.25513 -0.27240
N 2.33550 -0.32370 -0.50326
O 3.15553 -0.90322 -1.16526
H -3.11564 -1.81340 -0.04888
H -1.03508 -2.65062 -1.65392
H -2.26713 0.34507 1.12249
H 1.74786 1.86062 1.36467
H 0.87028 0.50142 1.94523
H -0.42999 2.31737 0.34508
H 0.73503 1.68414 -0.74398
*
```



The data favor iii; the next most stable structure lies 20.1 kcal/mol above it.



i | C7H14N3 | ωB97M-V with the def2-TZVPD basis set

## Properties
⟨S²⟩	2.01
gap between HOMO and LUMO (alpha / beta)	6.189 / 7.441	eV

ORCA input file:
```
! RIJCOSX wB97M-V def2-TZVPD def2/J DEFGRID3
* xyz 1 3
C 2.26217 -0.97558 -1.74141
C 0.26730 -0.75989 1.10150
C -0.59733 0.01148 1.71887
C 0.22877 -0.83551 -0.65722
C -0.53161 0.24814 3.19021
C -1.72963 0.85315 1.16890
C -0.18435 0.86885 -2.55095
N 1.90504 0.21458 -2.04466
N 1.30783 -1.66718 -1.03644
N 0.60510 0.43458 -1.41731
H 3.10324 -1.52006 -2.13812
H 0.99985 -1.26909 1.64070
H -0.74180 -1.26573 -1.01030
H 0.26235 0.99654 3.39263
H -1.54524 0.71984 3.55675
H -0.29483 -0.65883 3.72630
H -2.57063 1.04296 1.70762
H -1.30310 1.75404 0.68640
H -2.33489 0.33504 0.42002
H 0.09356 0.08327 -3.27154
H -1.20774 1.10531 -2.27489
H 0.26945 1.82358 -2.81604
H 1.30670 -2.62338 -0.69559
H 0.42979 1.08390 -0.65541
*
```



ii | C7H14N3 | ωB97M-V with the def2-TZVPD basis set

## Properties
⟨S²⟩	2.02
gap between HOMO and LUMO (alpha / beta)	6.360 / 7.897	eV

ORCA input file:
```
! RIJCOSX wB97M-V def2-TZVPD def2/J DEFGRID3
* xyz 1 3
C 1.81176 -1.00239 -0.23724
C 1.17942 -0.22119 0.66173
C -0.30278 -1.30465 -1.36638
C 1.15855 -1.36066 -1.55433
C -0.19269 0.17878 0.50643
C -0.21882 2.18119 -0.56067
C -0.35976 0.92412 2.94279
N -0.86335 -0.61617 -0.44171
N -1.17101 -1.91320 -2.23420
N -0.90313 0.31849 1.72688
H 2.91187 -1.11539 -0.02172
H 1.60876 0.05950 1.64562
H 1.16354 -0.49046 -2.22455
H 1.61740 -2.14763 -2.16040
H 0.06775 2.11361 -1.62746
H 0.66639 2.56530 -0.09436
H -1.12496 2.73778 -0.35768
H 0.70777 1.23072 2.70392
H -0.86012 1.79205 3.22780
H -0.34079 0.29841 3.77987
H -1.86366 -0.58928 -0.55028
H -0.67728 -2.29623 -3.15104
H -2.13330 -1.78867 -2.28239
H -1.88157 0.44598 1.66937
*
```



The data favor ii; the next most stable structure lies 68.0 kcal/mol above it.



i | C5H11N3O | ωB97M-V with the def2-TZVPD basis set

## Properties
gap between HOMO and LUMO	7.501	eV

ORCA input file:
```
! RIJCOSX wB97M-V def2-TZVPD def2/J DEFGRID3
* xyz 0 1
C -0.84357 -0.10495 -1.29703
C -0.24514 -1.89394 0.46032
C -1.11116 0.90268 -0.20387
C 1.31227 0.09324 0.02282
C 0.05641 -0.55292 -0.15883
N -2.38541 0.82626 0.37909
N 1.92261 0.04429 1.23253
N 1.99365 0.67774 -0.99083
O -0.40856 1.98143 -0.10926
H -2.38300 0.59840 1.36582
H -2.97912 1.61965 0.16813
H 1.39031 1.11376 -1.68031
H 2.69815 0.67770 1.36707
H 1.28284 -0.04120 2.01044
H 2.76624 1.27900 -0.74282
H -1.65603 -0.80232 -1.49632
H -0.39377 0.31610 -2.19533
H 0.38963 -2.12764 1.31793
H -1.27799 -1.90292 0.81778
H -0.12836 -2.70438 -0.26735
*
```



ii | C5H11N3O | ωB97M-V with the def2-TZVPD basis set

## Properties
gap between HOMO and LUMO	9.306	eV

ORCA input file:
```
! RIJCOSX wB97M-V def2-TZVPD def2/J DEFGRID3
* xyz 0 1
C -1.32477 1.67949 -0.05692
C 0.16887 1.62239 -0.53856
C 1.11165 1.33795 0.43173
C -0.08012 -1.86488 0.29751
C 0.56114 -2.84153 -0.71510
H -1.26229 2.87382 1.60557
H -0.77522 0.88120 2.00538
H -1.73126 2.73043 -0.33708
H -1.96660 0.83862 -0.74268
H 0.27300 1.95143 -1.58814
H 2.37837 1.39520 0.38102
H 0.58632 1.18166 1.49976
H -0.62262 -2.45881 1.14960
H 1.47541 -2.73838 -0.26773
H 0.47449 -3.90065 -0.58333
H 1.16295 -1.54077 -1.69982
N -1.30901 1.53120 1.32404
N 0.67311 0.19349 -0.53907
N -0.10432 -0.51452 0.42554
O 0.31091 -2.35731 -2.05174
*
```



iii | C5H11N3O | ωB97M-V with the def2-TZVPD basis set

## Properties
SMILES string	CC(=N/N)/C(N)=C(\C)O
gap between HOMO and LUMO	8.208	eV

ORCA input file:
```
! RIJCOSX wB97M-V def2-TZVPD def2/J DEFGRID3
* xyz 0 1
C -1.81902 -0.24565 -1.21922
C 1.28888 0.30138 -1.61672
C -0.09424 0.33915 0.54815
C -1.34950 0.35545 0.06810
C 1.07966 -0.16207 -0.19899
N 2.00229 -1.32794 1.56408
N 0.16032 0.75892 1.87216
O -2.33998 0.93425 0.86112
N 1.99378 -0.91002 0.28226
H -3.18493 0.83637 0.41259
H 2.50086 -2.19950 1.66509
H 1.13574 -1.25060 2.09178
H 1.03259 1.26084 1.97074
H -0.62028 1.27767 2.25188
H -1.07116 -0.91443 -1.62885
H -2.73210 -0.82035 -1.04806
H -2.04113 0.52771 -1.95806
H 1.05038 -0.48729 -2.32868
H 0.67181 1.16841 -1.83228
H 2.33603 0.55770 -1.75708
*
```



iv | C5H11N3O | ωB97M-V with the def2-TZVPD basis set

## Properties
SMILES string	CC[C@@H]1OC(N)=N[C@@H]1N
gap between HOMO and LUMO	9.906	eV

ORCA input file:
```
! RIJCOSX wB97M-V def2-TZVPD def2/J DEFGRID3
* xyz 0 1
C -1.08440 -0.82300 -0.80579
C 1.06773 0.17576 0.39477
C 2.46707 -0.26546 -0.00887
C -1.50268 0.99296 0.38886
N -0.67662 -2.15439 -0.50082
N -1.66676 1.91677 1.34313
C 0.06257 0.21909 -0.97813
N -1.91838 -0.17799 0.24616
O -0.59031 1.42063 -0.89355
H -1.67528 -0.84791 -1.73040
H -0.25134 -2.20696 0.41992
H -1.46690 -2.78899 -0.52225
H -2.62472 2.10789 1.60175
H -1.10378 2.74762 1.28993
H 0.67913 0.07274 -1.87129
H 1.10745 1.20615 0.75958
H 0.70375 -0.46783 1.19898
H 2.45941 -1.27673 -0.41256
H 2.87717 0.39840 -0.77168
H 3.13689 -0.24876 0.85226
*
```



The data favor iv; the next most stable structure lies 1.4 kcal/mol above it.